*i*
Density functional theory data (the ωB97M-V functional and the def2-TZVPD basis) for C7H12Si in the gas phase.

Computed properties:
- Kohn-Sham gap (alpha / beta) (eV) = 8.080 / 6.653
- M (g/mol) = 124.3
- HOMO (alpha / beta) (Ha) = -0.296 / -0.231

Structure (XYZ):
```
20
C7H12Si | the OMol25 dataset | the ωB97M-V functional and the def2-TZVPD basis
C -1.56 -0.46 -2.28
C -1.24 -0.63 -1.10
C 0.72 0.44 2.24
C 2.01 0.58 1.41
C -0.67 0.57 1.56
C 2.14 -0.16 0.08
C -1.87 -0.46 -3.68
Si -1.44 -0.91 0.66
H 0.89 -0.42 2.93
H 0.72 1.12 3.05
H 2.23 1.72 1.30
H 2.77 0.29 2.09
H -1.23 1.00 2.35
H -0.64 1.36 0.73
H 1.73 0.15 -0.85
H 3.03 -0.81 0.05
H -1.40 0.41 -4.10
H -1.47 -1.37 -4.09
H -2.99 -0.31 -3.77
H -1.71 -2.10 1.40
```


*ii*
Density functional theory data (the ωB97M-V functional and the def2-TZVPD basis) for C7H12Si in the gas phase.

Computed properties:
- Kohn-Sham gap (eV) = 8.875
- SMILES string = C=C1C=C1[Si](C)(C)C
- M (g/mol) = 124.3
- HOMO (Ha) = -0.296

Structure (XYZ):
```
20
C7H12Si | the OMol25 dataset | the ωB97M-V functional and the def2-TZVPD basis
C 2.29 0.48 0.79
C 1.13 0.36 0.21
C 2.54 -0.85 0.26
C 2.41 -2.02 -0.28
C -0.90 -0.60 -1.65
C -1.23 2.15 -0.21
C -1.48 -0.21 1.72
Si -0.72 0.39 0.09
H 3.08 1.26 1.17
H 1.65 -2.37 -0.86
H 3.32 -2.71 -0.22
H -0.08 -1.06 -2.15
H -1.59 -1.49 -1.53
H -1.43 0.10 -2.43
H -2.15 2.32 -0.83
H -1.27 2.71 0.67
H -0.54 2.53 -0.96
H -2.52 0.07 1.72
H -1.61 -1.30 1.93
H -0.92 0.22 2.58
```


Most stable: *ii* (next structure +113.5 kJ/mol)


*i*
Density functional theory data (the ωB97M-V functional and the def2-TZVPD basis) for a gas-phase ion, FN2O3S (charge -1).

Computed properties:
- Kohn-Sham gap (eV) = 8.046
- M (g/mol) = 127.1
- charge = -1
- HOMO (Ha) = -0.172

Structure (XYZ):
```
7
FN2O3S | the OMol25 dataset | the ωB97M-V functional and the def2-TZVPD basis
N 1.66 -0.68 -0.08
N -1.39 0.22 -0.31
O 1.65 -0.93 -1.35
O -2.30 -0.53 -0.69
O -1.50 1.44 -0.26
F 1.38 0.44 2.11
S 0.49 0.04 0.58
```


*ii*
Density functional theory data (the ωB97M-V functional and the def2-TZVPD basis) for 3 unconnected molecules or ions with the total composition FN2O3S.

Computed properties:
- Kohn-Sham gap (alpha / beta) (eV) = 8.523 / 4.266
- M (g/mol) = 127.1
- charge = -1
- HOMO (alpha / beta) (Ha) = -0.207 / -0.117

Structure (XYZ):
```
7
FN2O3S | the OMol25 dataset | the ωB97M-V functional and the def2-TZVPD basis
N 1.55 -0.47 0.15
N -2.02 0.43 -0.16
O 1.94 -1.54 -0.22
O -1.90 -0.65 -0.73
O -3.06 0.92 0.28
F 2.61 1.07 -0.61
S 0.88 0.24 1.29
```


Most stable: *i* (next structure +113.7 kJ/mol)


*i*
Density functional theory data (the ωB97M-V functional and the def2-TZVPD basis) for 2 unconnected molecules or ions with the total composition C4H15N2O.

Computed properties:
- Kohn-Sham gap (alpha / beta) (eV) = 12.500 / 6.590
- M (g/mol) = 107.2
- charge = +2
- HOMO (alpha / beta) (Ha) = -0.731 / -0.729
- multiplicity = 2

Structure (XYZ):
```
22
C4H15N2O | the OMol25 dataset | the ωB97M-V functional and the def2-TZVPD basis
C -1.14 -1.85 -0.22
N 0.16 -2.31 0.25
C -1.51 -0.38 0.11
N -0.36 0.58 0.04
C -0.24 1.62 1.14
C 0.87 2.57 0.76
H -1.92 -2.54 0.15
H -1.07 -1.99 -1.30
H 0.28 -2.43 1.27
H 0.50 -3.14 -0.24
H -1.90 -0.39 1.13
H -2.24 -0.03 -0.62
H -0.31 1.11 -0.83
H 0.49 0.01 -0.01
H -1.21 2.11 1.17
H -0.12 1.05 2.06
H 1.79 2.03 0.53
H 1.07 3.31 1.53
H 0.55 3.10 -0.13
H 2.44 -0.84 -1.71
H 1.62 0.07 -2.61
O 1.73 -0.18 -1.69
```


*ii*
Density functional theory data (the ωB97M-V functional and the def2-TZVPD basis) for 3 unconnected molecules or ions with the total composition C4H15N2O.

Computed properties:
- Kohn-Sham gap (alpha / beta) (eV) = 7.604 / 5.714
- M (g/mol) = 107.2
- charge = +2
- HOMO (alpha / beta) (Ha) = -0.706 / -0.708
- multiplicity = 2

Structure (XYZ):
```
22
C4H15N2O | the OMol25 dataset | the ωB97M-V functional and the def2-TZVPD basis
C -0.23 1.36 -0.30
C -1.12 0.24 0.27
C -1.47 -0.94 -0.72
C -0.21 -1.67 -1.23
N 3.05 1.04 -0.29
N -2.39 0.53 0.90
H 0.75 0.93 -0.50
H -0.20 2.29 0.27
H -0.40 1.50 -1.33
H -0.38 -0.26 0.98
H -2.04 -0.56 -1.55
H -2.12 -1.53 -0.09
H -0.51 -2.57 -1.79
H 0.46 -0.97 -1.75
H 3.62 0.22 -0.60
H 2.55 0.62 0.58
H 3.68 1.70 -0.03
H -2.48 0.59 2.01
H -2.80 1.35 0.43
H 1.72 -1.32 1.84
H 0.31 -1.94 -0.30
O 1.43 -0.61 1.18
```


Most stable: *i* (next structure +635.4 kJ/mol)


*i*
Density functional theory data (the ωB97M-V functional and the def2-TZVPD basis) for 2 unconnected molecules or ions with the total composition C2H10NOS.

Computed properties:
- Kohn-Sham gap (eV) = 9.445
- M (g/mol) = 96.2
- charge = +1
- HOMO (Ha) = -0.473

Structure (XYZ):
```
15
C2H10NOS | the OMol25 dataset | the ωB97M-V functional and the def2-TZVPD basis
C 0.86 0.80 -0.16
C -0.52 1.45 -0.03
S -1.06 1.94 -1.71
N 1.04 -0.34 0.84
H 1.68 1.50 -0.27
H 1.01 0.25 -1.10
H -0.33 2.34 0.57
H -1.28 0.86 0.47
H -2.29 1.41 -1.63
H 1.98 -0.74 0.84
H 0.31 -1.01 0.47
H 0.88 -0.10 1.81
H -1.49 -2.59 0.08
H -0.25 -3.31 -0.30
O -0.54 -2.46 0.12
```


*ii*
Density functional theory data (the ωB97M-V functional and the def2-TZVPD basis) for 2 unconnected molecules or ions with the total composition C2H10NOS.

Computed properties:
- Kohn-Sham gap (eV) = 9.441
- M (g/mol) = 96.2
- charge = +1
- HOMO (Ha) = -0.477

Structure (XYZ):
```
15
C2H10NOS | the OMol25 dataset | the ωB97M-V functional and the def2-TZVPD basis
C -0.74 0.86 0.50
C -0.24 -0.53 0.70
S -1.31 -1.71 -0.30
N 0.34 1.90 0.14
H -1.52 1.04 -0.24
H -1.21 1.35 1.35
H 0.73 -0.88 0.36
H -0.37 -0.79 1.74
H -2.01 -2.09 0.77
H 0.07 2.59 -0.55
H 0.58 2.46 0.96
H 1.34 1.63 -0.04
H 2.44 0.07 -1.01
H 3.50 1.09 -1.22
O 2.76 0.90 -0.63
```


Most stable: *i* (next structure +38.8 kJ/mol)


*i*
Density functional theory data (the ωB97M-V functional and the def2-TZVPD basis) for 2 unconnected molecules or ions with the total composition C2H6O2S.

Computed properties:
- Kohn-Sham gap (alpha / beta) (eV) = 8.351 / 7.373
- M (g/mol) = 94.1
- HOMO (alpha / beta) (Ha) = -0.270 / -0.373
- multiplicity = 3

Structure (XYZ):
```
11
C2H6O2S | the OMol25 dataset | the ωB97M-V functional and the def2-TZVPD basis
C -1.02 -1.87 -1.02
C 0.84 2.02 1.74
O 1.67 0.89 -0.47
O -1.03 -0.57 -0.31
S 1.95 1.88 0.55
H -1.05 -1.45 -2.05
H -0.18 -2.50 -0.94
H -1.94 -2.40 -0.96
H -0.17 1.65 1.68
H 1.21 2.53 2.55
H -0.29 -0.17 -0.76
```


*ii*
Density functional theory data (the ωB97M-V functional and the def2-TZVPD basis) for C2H6O2S in the gas phase.

Computed properties:
- Kohn-Sham gap (alpha / beta) (eV) = 6.477 / 8.312
- M (g/mol) = 94.1
- HOMO (alpha / beta) (Ha) = -0.208 / -0.425
- multiplicity = 3

Structure (XYZ):
```
11
C2H6O2S | the OMol25 dataset | the ωB97M-V functional and the def2-TZVPD basis
C -0.14 0.81 -1.52
C 0.77 -0.52 1.27
O -1.14 -1.62 -0.20
O -1.67 0.49 0.97
S -0.73 -0.32 0.25
H -0.62 0.30 -2.33
H -0.51 1.80 -1.33
H 0.94 0.74 -1.53
H 1.28 0.43 1.36
H 0.43 -0.86 2.24
H 1.40 -1.27 0.81
```


Most stable: *i* (next structure +89.1 kJ/mol)


*i*
Density functional theory data (the ωB97M-V functional and the def2-TZVPD basis) for 3 unconnected molecules or ions with the total composition C3H12O2S.

Computed properties:
- Kohn-Sham gap (eV) = 8.630
- SMILES string = CCSC.O.O
- M (g/mol) = 112.2
- HOMO (Ha) = -0.309

Structure (XYZ):
```
18
C3H12O2S | the OMol25 dataset | the ωB97M-V functional and the def2-TZVPD basis
C -1.26 -0.96 0.70
C -0.84 -0.10 -0.50
S -1.62 1.48 -0.43
C -0.34 2.60 0.43
H -0.60 -1.79 0.88
H -2.26 -1.30 0.50
H -1.19 -0.29 1.63
H -1.14 -0.49 -1.58
H 0.28 -0.05 -0.51
H -0.30 2.25 1.44
H 0.68 2.40 0.09
H -0.82 3.63 0.06
H 4.35 -1.31 1.26
H 3.02 -0.72 0.60
O 3.38 -1.33 1.28
H 1.73 -2.74 -1.79
H 1.38 -1.71 -0.78
O 1.04 -2.52 -1.12
```


*ii*
Density functional theory data (the ωB97M-V functional and the def2-TZVPD basis) for 3 unconnected molecules or ions with the total composition C3H12O2S.

Computed properties:
- Kohn-Sham gap (eV) = 8.849
- SMILES string = CCSC.O.O
- M (g/mol) = 112.2
- HOMO (Ha) = -0.302

Structure (XYZ):
```
18
C3H12O2S | the OMol25 dataset | the ωB97M-V functional and the def2-TZVPD basis
C 2.06 1.50 0.16
C 1.51 1.68 -1.26
S -0.12 1.16 -1.35
C 0.16 -0.66 -1.59
H 1.53 0.56 0.66
H 3.15 1.24 -0.02
H 2.15 2.45 0.75
H 1.54 2.76 -1.62
H 2.00 1.04 -1.98
H 0.66 -1.01 -0.59
H 0.88 -0.74 -2.41
H -0.73 -1.26 -1.57
H -0.59 0.06 6.17
H -1.64 -0.16 5.29
O -0.71 0.03 5.22
H -2.82 -4.60 -0.55
H -2.18 -3.21 -0.28
O -2.34 -3.88 -0.99
```


*iii*
Density functional theory data (the ωB97M-V functional and the def2-TZVPD basis) for 3 unconnected molecules or ions with the total composition C3H12O2S.

Computed properties:
- Kohn-Sham gap (eV) = 9.302
- SMILES string = CCSC.O.O
- M (g/mol) = 112.2
- HOMO (Ha) = -0.313

Structure (XYZ):
```
18
C3H12O2S | the OMol25 dataset | the ωB97M-V functional and the def2-TZVPD basis
C -0.86 -1.00 0.36
C 0.67 -0.72 0.24
S 1.69 -1.51 -1.02
C 0.80 -3.00 -1.54
H -1.49 -0.29 -0.15
H -1.10 -0.87 1.41
H -1.15 -2.00 0.10
H 1.10 -0.91 1.22
H 0.66 0.36 0.09
H -0.12 -3.13 -0.97
H 0.55 -2.89 -2.60
H 1.41 -3.88 -1.43
H -2.27 4.54 -1.26
H -3.14 5.32 -0.28
O -2.46 4.64 -0.31
H 2.38 1.62 2.65
H 1.59 1.61 1.32
O 1.72 2.11 2.14
```


Most stable: *iii* (next structure +53.2 kJ/mol)